[1]
C5H10 as an isolated structure in a non-equilibrium geometry. Source: the Open Molecules 2025 dataset; level of theory: the ωB97M-V functional and the def2-TZVPD basis.

Output
Total energy in eV: -5343.045
HOMO energy in eV: -8.56
Frontier orbital gap in Ha: 0.3496
Lowest unoccupied orbital energy in eV: 0.96
Net charge: 0
Energy above the lowest of the compared OMol25 structures with the same formula, charge and spin in kcal/mol: 97.3

```
15
C5H10 | the Open Molecules 2025 dataset | the ωB97M-V functional and the def2-TZVPD basis
C -1.882 0.682 0.316
C -0.467 0.895 -0.174
C 0.538 -0.046 -0.152
C 0.140 -1.467 0.062
C 1.973 0.332 -0.399
H -2.014 0.692 1.645
H -2.627 1.607 -0.091
H -2.324 -0.343 -0.211
H -0.213 1.929 -0.321
H 0.744 -2.296 -0.690
H 0.345 -1.635 1.342
H -1.221 -1.608 -0.094
H 2.707 -0.525 -0.205
H 2.032 0.762 -1.455
H 2.269 1.021 0.427
```

[2]
One molecule with the formula C5H10 in a non-equilibrium geometry. Source: the Open Molecules 2025 dataset; level of theory: the ωB97M-V functional and the def2-TZVPD basis.

Output
Total energy in eV: -5343.930
HOMO energy in eV: -8.93
Frontier orbital gap in Ha: 0.3733
Structure (SMILES): C/C=C/CC
Lowest unoccupied orbital energy in eV: 1.23
Net charge: 0
Energy above the lowest of the compared OMol25 structures with the same formula, charge and spin in kcal/mol: 76.9

```
15
C5H10 | the Open Molecules 2025 dataset | the ωB97M-V functional and the def2-TZVPD basis
C 0.532 2.213 -0.963
C 0.163 1.013 -0.153
C -0.461 -0.133 -0.580
C -0.874 -1.353 0.255
C 0.285 -1.799 1.127
H 1.638 2.541 -0.844
H -0.115 3.142 -0.662
H 0.186 1.973 -2.149
H 0.363 1.278 0.930
H -0.797 -0.121 -1.492
H -1.119 -1.983 -0.443
H -1.617 -1.059 0.816
H 1.168 -2.162 0.682
H 0.626 -0.904 1.948
H 0.022 -2.646 1.528
```

[3]
One molecule with the formula C5H10 in a non-equilibrium geometry. Source: the Open Molecules 2025 dataset; level of theory: the ωB97M-V functional and the def2-TZVPD basis.

Output
Total energy in eV: -5343.778
HOMO energy in eV: -7.73
Frontier orbital gap in Ha: 0.3097
Structure (SMILES): C=C(C)CC
Lowest unoccupied orbital energy in eV: 0.70
Net charge: 0
Energy above the lowest of the compared OMol25 structures with the same formula, charge and spin in kcal/mol: 80.4

```
15
C5H10 | the Open Molecules 2025 dataset | the ωB97M-V functional and the def2-TZVPD basis
C -1.000 -1.387 0.573
C -0.624 -0.178 0.051
C -1.162 0.208 -1.379
C 0.359 0.763 0.740
C 1.809 0.325 0.422
H -1.546 -1.723 1.557
H -0.703 -2.358 0.068
H -0.814 -0.498 -2.053
H -2.323 0.157 -1.311
H -0.930 1.266 -1.713
H 0.263 0.924 1.758
H 0.320 1.811 0.269
H 2.010 0.593 -0.684
H 1.954 -0.732 0.575
H 2.387 0.830 1.129
```

[4]
One molecule with the formula C5H10 in a non-equilibrium geometry. Source: the Open Molecules 2025 dataset; level of theory: the ωB97M-V functional and the def2-TZVPD basis.

Output
Total energy in eV: -5345.502
HOMO energy in eV: -9.24
Frontier orbital gap in Ha: 0.3883
Structure (SMILES): CCC1CC1
Lowest unoccupied orbital energy in eV: 1.32
Net charge: 0
Energy above the lowest of the compared OMol25 structures with the same formula, charge and spin in kcal/mol: 40.7

```
15
C5H10 | the Open Molecules 2025 dataset | the ωB97M-V functional and the def2-TZVPD basis
C 2.053 0.030 -0.253
C 0.762 -0.562 0.299
C -0.473 -0.095 -0.455
C -1.448 0.955 0.136
C -1.796 -0.484 0.115
H 1.977 1.120 -0.309
H 2.914 -0.220 0.376
H 2.250 -0.346 -1.264
H 0.855 -1.663 0.312
H 0.624 -0.275 1.350
H -0.357 0.514 -1.331
H -1.979 1.551 -0.614
H -1.124 1.486 1.015
H -1.691 -0.930 1.102
H -2.636 -0.853 -0.461
```

[5]
C5H10BNO4 as an isolated structure in a non-equilibrium geometry. Source: the Open Molecules 2025 dataset; level of theory: the ωB97M-V functional and the def2-TZVPD basis.

Output
Total energy in eV: -15705.374
HOMO energy in eV: -9.06
Frontier orbital gap in Ha: 0.3417
Lowest unoccupied orbital energy in eV: 0.24
Net charge: 0
Energy above the lowest of the compared OMol25 structures with the same formula, charge and spin in kcal/mol: 21.9

```
21
C5H10BNO4 | the Open Molecules 2025 dataset | the ωB97M-V functional and the def2-TZVPD basis
B 0.501 -1.860 -1.588
C -1.646 -0.385 -1.389
C -0.532 0.610 1.505
C -0.458 -0.736 0.829
C 0.356 1.505 0.635
C -0.372 -0.328 -0.577
N 0.310 0.951 -0.700
O -1.801 0.678 -2.212
O -2.403 -1.324 -1.280
O -0.194 -2.978 -1.630
O 1.777 -1.571 -2.033
H -1.486 0.956 1.181
H -0.088 0.610 2.500
H 0.348 -1.348 1.190
H -1.346 -1.298 0.974
H -0.131 2.580 0.635
H 1.415 1.499 1.054
H -1.065 1.302 -1.825
H 1.140 0.837 -1.134
H -1.016 -2.834 -1.182
H 2.200 -2.350 -2.448
```

[6]
One molecule with the formula C5H10BNO4 in a non-equilibrium geometry. Source: the Open Molecules 2025 dataset; level of theory: the ωB97M-V functional and the def2-TZVPD basis.

Output
Total energy in eV: -15700.435
HOMO energy (spin up / spin down) in eV: -4.54 / -9.97
Expectation value of S²: 2.01
Frontier orbital gap (spin up / spin down) in Ha: 0.1853 / 0.2697
Lowest unoccupied orbital energy (spin up / spin down) in eV: 0.50 / -2.63
Multiplicity: 3
Net charge: 0

```
21
C5H10BNO4 | the Open Molecules 2025 dataset | the ωB97M-V functional and the def2-TZVPD basis
B 1.278 -1.402 -0.203
C 2.852 0.696 0.216
C -0.394 1.371 -0.227
C 0.749 1.026 -1.188
C -1.178 0.149 0.245
C 1.758 0.112 -0.521
N -0.366 -0.695 1.112
O 3.314 1.183 1.194
O 3.179 0.286 -0.980
O 1.939 -2.199 0.694
O 0.492 -2.004 -1.138
H 0.008 1.901 0.641
H -1.086 2.041 -0.741
H 0.349 0.518 -2.069
H 1.240 1.948 -1.511
H -2.100 0.485 0.746
H -1.454 -0.457 -0.621
H 0.004 -0.162 1.893
H -0.885 -1.495 1.450
H 2.587 -1.772 1.249
H 0.363 -2.937 -0.961
```

[7]
One molecule with the formula C5H10BrClSi in a non-equilibrium geometry. Source: the Open Molecules 2025 dataset; level of theory: the ωB97M-V functional and the def2-TZVPD basis.

Output
Total energy in eV: -95787.843
HOMO energy (spin up / spin down) in eV: -8.52 / -8.76
Frontier orbital gap (spin up / spin down) in Ha: 0.3003 / 0.3144
Lowest unoccupied orbital energy (spin up / spin down) in eV: -0.35 / -0.21
Net charge: 0
Energy above the lowest of the compared OMol25 structures with the same formula, charge and spin in kcal/mol: 26.7

```
18
C5H10BrClSi | the Open Molecules 2025 dataset | the ωB97M-V functional and the def2-TZVPD basis
C 0.900 -1.312 -0.816
C 0.262 0.033 -1.369
C 0.392 0.728 1.712
C 1.761 -1.065 0.428
C -2.319 0.372 0.306
Si -0.500 1.106 0.076
Cl -0.819 3.024 -0.458
Br 3.327 0.086 0.136
H -0.100 -1.938 -0.679
H 1.316 -1.748 -1.744
H 0.911 0.716 -1.963
H -0.399 -0.225 -2.175
H 0.033 -0.051 2.345
H 1.337 1.188 1.899
H 1.829 -1.686 1.297
H -2.969 1.230 0.058
H -2.360 -0.558 -0.349
H -2.600 0.101 1.296
```

[8]
An isolated ion of composition C5H10BrN2 and charge +1 in a non-equilibrium geometry. Source: the Open Molecules 2025 dataset; level of theory: the ωB97M-V functional and the def2-TZVPD basis.

Output
Total energy in eV: -78359.598
HOMO energy (spin up / spin down) in eV: -12.20 / -12.15
Frontier orbital gap (spin up / spin down) in Ha: 0.2897 / 0.2845
Lowest unoccupied orbital energy (spin up / spin down) in eV: -4.32 / -4.41
Net charge: +1
Energy above the lowest of the compared OMol25 structures with the same formula, charge and spin in kcal/mol: 96.1

```
18
C5H10BrN2 | the Open Molecules 2025 dataset | the ωB97M-V functional and the def2-TZVPD basis
C -0.959 -1.390 0.345
C 0.022 -1.015 1.392
C 1.453 -0.665 0.888
C 1.477 -0.014 -0.448
C -0.851 0.673 -0.344
N -1.370 -0.574 -0.539
N -1.104 1.580 -1.496
Br 2.378 1.625 -0.756
H -1.408 -2.327 0.568
H -0.463 -0.246 1.902
H 0.088 -1.748 2.171
H 1.956 0.033 1.620
H 2.073 -1.554 0.936
H 1.181 -0.594 -1.293
H -0.931 1.093 0.690
H -0.794 2.525 -1.646
H -2.123 1.481 -1.698
H -0.625 1.119 -2.292
```